No. 1
6
Properties=species:S:1:pos:R:3:forces:R:3:nbo_charge:R:1 method="wB97M-V/def2-TZVPD" homo_lumo_gap_ha="0.202 / 0.202" e_homo_ev="-8.7 / -8.7" largest_force_ev_per_a=3.84 e_above_lowest_ev=4.4364 lumo_energy_ev="-3.23 / -3.23" charge=0
C -2.250204 -0.242640 -0.535010 1.1 0.0 0.5 -0.1939
N -3.165515 -0.298016 0.182210 0.1 0.0 -0.1 -0.6001
Si 1.214773 0.213392 0.000813 1.4 -0.2 3.6 1.3022
Cl 2.379406 -1.385359 -0.092567 -0.3 0.0 -0.3 -0.2626
H 1.557176 1.030783 1.262542 -0.4 -0.8 -1.1 -0.1334
H 0.264365 0.681841 -0.817986 -1.9 0.9 -2.5 -0.1121

=====

No. 2
123
Properties=species:S:1:pos:R:3:forces:R:3:mulliken_charge:R:1 method="wB97M-V/def2-TZVPD" homo_lumo_gap_ha=0.213 e_homo_ev=-9.7 largest_force_ev_per_a=1.29 e_above_lowest_ev=2.0711 lumo_energy_ev=-3.88 charge=+1
Ti 0.195909 -0.228059 -0.097452 0.2 -0.4 -1.2 -0.9601
O 0.064867 -2.276218 -0.733631 0.0 0.3 0.3 -0.0392
S -0.716195 -3.590831 -0.705727 0.0 0.0 -0.1 0.3753
C -0.168495 -4.443208 -2.206428 0.0 0.0 0.0 -0.9211
C 0.040169 -3.499949 -3.384988 0.0 0.0 0.0 -1.0573
C 1.429835 -2.853192 -3.382922 0.0 0.0 0.0 0.4210
C 1.456354 -1.535516 -4.160966 0.0 0.0 0.0 -0.9875
S 1.961722 -0.117079 -3.169133 -0.1 0.0 0.0 0.4910
O 1.058982 -0.205747 -1.937725 0.1 0.0 0.2 0.0682
C 3.571967 -0.644055 -2.651597 0.1 0.1 -0.1 0.8460
C 4.604380 -0.463917 -3.567140 0.0 0.0 0.0 -1.2688
C 5.891014 -0.806507 -3.190536 0.0 0.0 0.0 -0.7860
C 6.135343 -1.293342 -1.910012 0.0 0.0 0.0 -0.8474
C 5.096072 -1.448309 -1.006492 0.0 0.0 0.0 -0.7331
C 3.797931 -1.125071 -1.377666 0.0 0.0 0.0 0.5224
C -2.384065 -3.160174 -1.140908 0.0 0.0 0.1 1.1116
C -3.380769 -4.076116 -0.830943 0.0 0.0 0.0 -0.9055
C -4.703829 -3.741477 -1.083359 -0.1 0.0 0.0 -0.9213
C -5.029362 -2.496349 -1.608756 -0.1 0.0 -0.1 -0.8011
C -4.020349 -1.585208 -1.901322 0.0 0.0 0.0 -1.3238
C -2.692458 -1.915275 -1.673545 0.0 0.0 0.0 0.5170
H -0.952854 -5.181697 -2.383987 0.0 0.0 0.0 0.6104
H 0.742581 -4.979180 -1.932915 0.0 0.0 0.0 0.5258
H -0.735202 -2.731339 -3.363151 0.0 0.0 0.0 0.2852
H -0.116801 -4.058362 -4.309138 0.0 0.0 0.0 0.5873
H 2.166749 -3.541024 -3.798062 0.0 0.0 0.0 0.5770
H 1.730055 -2.664849 -2.352702 0.0 0.0 0.0 -0.6010
H 0.470179 -1.251967 -4.535765 0.0 0.0 0.0 0.6556
H 2.137017 -1.527103 -5.014757 0.0 0.0 0.0 0.6250
H 4.414279 -0.046562 -4.549852 0.0 0.0 0.0 0.4844
H 6.707520 -0.675509 -3.887592 0.0 0.0 0.0 0.4423
H 7.147175 -1.537807 -1.614517 0.0 0.0 0.0 0.4408
H 5.289775 -1.805343 -0.003451 0.0 0.0 0.0 0.5091
H 2.984763 -1.224057 -0.670243 0.0 0.0 0.0 -0.2842
H -3.134586 -5.038218 -0.392937 0.0 0.0 0.0 0.4986
H -5.490467 -4.450319 -0.857643 0.0 0.0 0.0 0.5225
H -6.067877 -2.227152 -1.788584 0.0 0.0 0.1 0.6850
H -4.287581 -0.620912 -2.314236 0.0 0.0 0.0 0.3190
H -1.895556 -1.220635 -1.921061 0.0 0.0 0.0 0.2826
C 1.833005 -0.320573 4.729987 0.1 0.0 0.0 -1.1432
C 0.882625 -0.523864 3.551776 -0.1 -0.1 0.0 -0.3520
Ge 1.789179 -0.950048 1.836904 0.1 0.2 0.2 0.8764
C 2.167377 -2.893614 1.717744 0.0 0.0 -0.1 -0.2461
C 2.974700 -3.404629 2.912375 0.0 0.0 0.0 -1.5340
C 3.444487 0.067072 1.883566 0.0 0.0 0.0 -0.2787
C 3.436438 1.321037 1.417410 0.0 0.0 0.0 0.9257
Ge 1.739729 1.882083 0.533352 0.1 0.0 0.0 1.8536
C 1.932358 2.833376 -1.217255 -0.1 0.1 0.0 -0.3909
C 3.266719 2.857620 -1.966864 0.0 0.0 0.0 -1.6418
C 0.924772 3.182109 1.790889 0.0 0.0 0.0 -0.7212
C 1.791874 4.430252 1.983008 0.0 0.0 0.0 -1.3099
C 4.528828 2.257091 1.800653 0.0 0.0 -0.1 -0.6341
C 4.841662 2.408407 3.153156 0.0 0.0 0.0 0.0689
C 5.840346 3.279552 3.561549 0.0 0.0 0.0 -0.9188
C 6.555110 4.009197 2.623700 0.0 0.0 0.0 -0.4519
C 6.264300 3.857872 1.275544 0.0 0.0 0.0 -0.9846
C 5.256336 2.995379 0.870081 0.0 0.0 0.1 -0.1269
H 1.282363 -0.066309 5.637633 0.0 0.0 0.0 0.4311
H 2.532755 0.493097 4.533818 0.0 0.0 0.0 0.1180
H 2.423988 -1.212220 4.944768 0.0 0.0 0.0 0.2429
H 0.305961 0.390115 3.386664 0.0 0.0 0.0 0.3728
H 0.151851 -1.304979 3.779875 0.0 0.0 0.0 0.4160
H 2.711673 -3.070448 0.784417 0.0 0.0 0.0 0.1857
H 1.235769 -3.461638 1.633094 0.0 0.0 0.0 0.4427
H 3.927254 -2.880151 3.011438 0.0 0.0 0.0 0.3302
H 3.197733 -4.469227 2.818334 0.0 0.0 0.0 0.4035
H 2.429087 -3.269509 3.847769 0.0 0.0 0.0 0.2769
H 4.309756 -0.278763 2.452175 0.0 0.0 0.0 0.3933
H 1.591766 3.851918 -1.018681 0.0 0.0 0.0 0.7848
H 1.160009 2.416351 -1.864894 0.0 0.0 0.0 0.1639
H 3.857097 3.730373 -1.694205 0.0 0.0 0.0 0.5390
H 3.106787 2.916709 -3.046670 0.0 0.0 0.0 0.3516
H 3.886123 1.978168 -1.774116 0.0 0.0 0.0 0.2688
H 0.759449 2.683924 2.749437 0.0 0.0 0.0 0.4017
H -0.056684 3.489413 1.421920 0.0 0.0 0.0 0.3630
H 2.729311 4.197372 2.488012 0.0 0.0 0.0 0.2866
H 1.268901 5.176083 2.584686 0.0 0.0 0.0 0.4305
H 2.041730 4.901418 1.029498 0.0 0.0 0.0 0.2840
H 4.279515 1.851440 3.893136 0.0 0.0 0.0 0.2240
H 6.058956 3.389303 4.616008 0.0 0.0 0.0 0.4398
H 7.333619 4.690714 2.940625 0.0 0.0 0.0 0.4147
H 6.823721 4.414423 0.534103 0.0 0.0 0.0 0.4329
H 5.050996 2.879316 -0.179535 0.0 0.0 -0.1 0.4766
O -8.220507 -1.633445 -1.253177 0.1 -0.1 0.0 -0.7175
S -8.111986 -0.509599 -0.332264 0.0 0.0 -0.1 1.2032
O -7.118984 0.471071 -0.736548 0.1 0.0 0.0 -0.5634
O -9.349240 0.017091 0.176664 0.0 0.0 0.0 -0.6912
C -7.322169 -1.350298 1.084750 0.0 -0.1 0.0 0.0437
N -7.946090 -2.368223 1.688547 0.0 0.0 0.0 -0.5046
C -7.236507 -3.076750 2.548351 0.1 0.0 0.1 -0.4689
C -5.878276 -2.846616 2.800721 -0.2 0.1 0.0 -0.6366
C -5.352933 -1.744451 2.159793 0.1 -0.1 -0.1 0.1359
N -6.079240 -0.986524 1.342743 0.1 0.0 -0.1 -0.1468
C -3.926229 -1.341845 2.092710 -0.1 0.0 0.2 0.9842
C -3.652863 -0.030373 1.702501 -0.1 0.1 0.0 -0.8921
C -2.392813 0.298809 1.289054 0.0 -0.3 0.3 -0.5819
N -1.400258 -0.616090 1.212213 -0.1 0.2 0.2 0.9378
C -1.624402 -1.830842 1.740882 -0.1 0.2 0.3 -0.6052
C -2.853312 -2.211744 2.239356 0.1 -0.1 -0.3 -1.2143
H -7.752043 -3.890415 3.048623 0.0 0.0 0.0 0.4234
H -5.314611 -3.482938 3.469066 0.0 0.0 0.0 0.4893
H -4.460433 0.686686 1.659742 0.0 0.0 0.0 0.5841
H -2.150514 1.309533 1.004516 0.0 0.0 -0.1 0.4524
H -0.782715 -2.509589 1.762393 0.0 0.0 0.0 0.1940
H -2.983712 -3.219792 2.609678 0.0 0.0 0.0 0.4130
C -3.840190 2.613535 -1.226856 0.0 0.0 0.0 -1.8751
C -2.539823 3.369363 -1.518258 0.0 0.0 0.0 1.8631
C -2.293963 3.456427 -3.019948 0.0 0.0 0.0 -1.7733
C -2.603835 4.764549 -0.907933 0.0 0.0 0.0 -1.7957
N -1.346627 2.743008 -0.890771 0.0 0.0 -0.1 -0.0259
N -1.186719 1.344990 -1.160514 0.0 0.2 0.3 0.5949
H -4.698926 3.195276 -1.561274 0.0 0.0 0.0 0.6279
H -3.980437 2.437807 -0.157413 0.0 0.0 0.0 0.2525
H -3.915430 1.657096 -1.750862 0.0 0.0 0.0 0.2401
H -3.142011 3.930943 -3.513928 0.0 0.0 0.0 0.5018
H -2.185539 2.464914 -3.470754 0.0 0.0 0.0 0.2500
H -1.395507 4.037616 -3.231228 0.0 0.0 0.0 0.3678
H -3.419071 5.333199 -1.353419 0.0 0.0 0.0 0.4307
H -1.669795 5.302369 -1.075966 0.0 0.0 0.0 0.3589
H -2.790147 4.711166 0.168437 0.0 0.0 0.0 0.4131
H -1.383839 2.869599 0.112594 0.0 0.0 0.0 -0.3739
H -0.774111 1.289314 -2.086718 0.0 0.0 0.0 0.1796
H -2.111715 0.907596 -1.220549 0.0 -0.1 -0.1 -0.5062

=====

No. 3
13
Properties=species:S:1:pos:R:3:forces:R:3:nbo_charge:R:1 method="wB97M-V/def2-TZVPD" homo_lumo_gap_ha=0.142 e_homo_ev=-2.0 largest_force_ev_per_a=0.85 lumo_energy_ev=1.86 charge=-1
C -3.936740 -0.371022 -1.567844 0.2 0.0 0.4 -0.5014
C -4.571797 -0.999208 -0.709865 -0.2 0.6 -0.3 -0.6484
H -5.309456 -1.353704 -0.007517 0.4 -0.1 -0.2 0.1891
H -0.598268 0.147127 0.617520 0.8 0.0 -0.3 0.4746
O 0.247120 0.349772 0.165918 -0.8 0.1 -0.1 -0.8089
C 1.370399 0.048800 1.035375 -0.2 -0.3 0.2 -0.0806
C 2.624520 -0.122994 0.209350 0.3 0.2 0.1 -1.2196
Rb -1.208715 1.996278 -2.338461 -0.1 -0.6 0.3 0.7671
Mg 2.616085 1.386334 -1.441709 -0.2 -0.1 0.1 0.1878
H 1.074260 -0.841597 1.619819 0.1 0.1 0.0 0.1316
H 1.470637 0.888174 1.743875 0.1 -0.2 -0.1 0.1409
H 2.730907 -1.142069 -0.209181 -0.3 0.2 0.1 0.1837
H 3.491042 0.014112 0.882715 -0.1 0.0 -0.2 0.1841

=====

No. 4
43
Properties=species:S:1:pos:R:3:forces:R:3:nbo_charge:R:1 method="wB97M-V/def2-TZVPD" homo_lumo_gap_ha=0.255 e_homo_ev=-4.4 largest_force_ev_per_a=1.13 e_above_lowest_ev=0.7327 lumo_energy_ev=2.54 charge=-1
Pd -0.407143 0.071836 0.562240 0.0 -0.8 0.8 0.5728
C 4.078217 -1.620416 -0.744845 0.1 0.0 0.1 -1.0892
Ge 2.114496 -1.380323 -0.673408 0.2 0.0 0.1 1.5949
C 1.681966 -0.483266 -2.361920 -0.1 0.1 -0.1 -1.1066
C 1.374182 -3.189468 -0.634329 -0.1 -0.1 -0.1 -1.0965
C 1.569114 -0.365348 0.882758 -0.4 -0.1 -0.2 -1.1160
H 4.374920 -2.186067 -1.632192 0.0 0.0 0.0 0.2113
H 4.435433 -2.152518 0.139987 0.0 0.0 0.0 0.2144
H 4.572235 -0.646340 -0.778920 0.0 0.0 0.0 0.2144
H 1.545661 -1.214708 -3.161938 0.0 0.0 0.0 0.2153
H 2.507267 0.176811 -2.640288 0.0 0.0 0.0 0.2167
H 0.778487 0.121655 -2.279796 0.0 0.0 0.0 0.2570
H 1.614764 -3.722602 -1.557402 0.0 0.0 0.0 0.2096
H 0.293744 -3.165871 -0.496395 0.0 0.0 0.0 0.2475
H 1.805955 -3.738303 0.205611 0.0 0.0 0.0 0.2190
H 2.102103 0.587661 0.957057 0.0 0.0 0.1 0.1967
H 1.735550 -0.940250 1.793983 0.1 0.0 0.0 0.2087
Br 1.249280 5.807853 -0.788585 0.0 0.0 0.0 0.0336
C 0.196314 4.626604 0.258967 0.2 -0.2 0.0 -0.1136
C -1.011798 5.040256 0.778280 -0.1 0.1 0.0 -0.2050
C -1.727869 4.137682 1.544641 0.0 -0.2 0.1 -0.2432
C -1.201603 2.869264 1.751139 -0.2 0.1 0.1 0.0572
N -0.040669 2.475579 1.237597 0.0 0.5 0.1 -0.4243
C 0.648421 3.336772 0.504529 0.0 0.2 -0.1 0.0279
H -1.386201 6.035713 0.579037 0.0 0.0 0.0 0.2221
H -2.685698 4.405763 1.969223 0.0 0.0 0.0 0.2190
H -1.732956 2.126548 2.335385 0.0 0.0 0.0 0.2228
H 1.587113 2.987697 0.087728 0.0 0.0 0.0 0.2042
C -2.076376 -0.965505 -2.077313 0.0 -0.1 -0.1 -0.9021
S -2.350401 0.610388 -1.321294 -0.2 0.6 0.0 2.3896
O -1.085982 1.363760 -1.445401 0.0 -0.2 -0.1 -1.0366
O -3.470409 1.197501 -2.019816 0.0 0.0 0.1 -0.9920
O -2.614345 0.329357 0.115468 0.3 0.1 -0.3 -1.0087
H -1.874706 -0.788374 -3.132442 0.0 0.0 0.0 0.2300
H -2.988966 -1.545333 -1.953721 0.0 0.0 0.0 0.2324
H -1.237876 -1.461469 -1.593002 0.0 0.0 0.0 0.2439
C -2.069147 -3.328556 2.173215 0.1 0.0 0.0 -0.2673
O -1.219033 -2.504822 1.378897 0.2 0.2 0.0 -0.5684
C -0.929611 -1.259682 1.913414 -0.4 0.0 -0.3 0.6466
O -1.298703 -1.010940 3.037288 0.3 0.1 0.0 -0.6767
H -2.469584 -4.082683 1.497485 0.0 0.0 0.0 0.1756
H -2.874936 -2.743187 2.611750 0.0 0.0 0.0 0.1935
H -1.511216 -3.812649 2.977338 0.0 0.0 0.0 0.1698

=====

No. 5
20
Properties=species:S:1:pos:R:3:forces:R:3:nbo_charge:R:1 method="wB97M-V/def2-TZVPD" homo_lumo_gap_ha=0.333 e_homo_ev=-8.3 largest_force_ev_per_a=4.39 e_above_lowest_ev=2.3542 lumo_energy_ev=0.77 charge=0 smiles=CN1CCCC1.O
C -2.354385 0.940636 1.668402 2.4 -2.3 0.8 -0.4086
N -1.122556 0.368777 1.030206 0.0 -0.1 1.7 -0.4390
C 0.017366 1.085452 1.683183 -0.5 0.4 -0.1 -0.2297
C 1.228217 0.762101 0.811857 0.4 -2.1 -0.3 -0.4251
C 0.597466 0.249705 -0.574912 1.1 -1.2 0.1 -0.4086
C -0.897655 0.405836 -0.404027 -0.1 1.6 -0.1 -0.2258
H -1.929071 1.205798 2.680118 -1.5 -0.6 -0.7 0.2008
H -3.115238 0.161343 1.643144 -0.2 0.3 0.5 0.2036
H -2.700403 1.831795 1.253905 -0.6 1.7 -1.2 0.1716
H -0.289929 2.201330 1.776164 0.9 -1.3 -0.4 0.1595
H 0.201454 0.717261 2.734189 -0.5 0.3 -1.0 0.2046
H 1.875087 -0.004478 1.378446 -1.1 0.7 -1.2 0.2128
H 1.918726 1.555092 0.643419 0.2 0.9 -0.2 0.2155
H 0.905186 -0.759438 -1.032503 -0.5 0.8 1.8 0.2072
H 0.881752 0.802615 -1.440480 0.5 1.3 -0.3 0.2076
H -1.172198 1.462229 -0.679030 0.0 -0.7 -0.6 0.1446
H -1.362805 -0.312987 -1.107062 -0.6 0.3 1.0 0.2091
O 2.780682 -4.334309 -3.870047 1.8 -3.1 1.0 -0.9159
H 2.498074 -3.500905 -4.041837 -0.9 4.2 -0.7 0.4554
H 2.040230 -4.837855 -4.153134 -0.9 -1.1 -0.3 0.4606

=====

No. 6
8
Properties=species:S:1:pos:R:3:forces:R:3:nbo_charge:R:1 method="wB97M-V/def2-TZVPD" homo_lumo_gap_ha="0.268 / 0.269" e_homo_ev="-15.0 / -14.9" largest_force_ev_per_a=3.99 e_above_lowest_ev=5.6663 lumo_energy_ev="-7.74 / -7.62" charge=+1
C -0.598504 0.229954 -0.394769 0.0 -0.6 0.1 -0.1753
C -0.232515 -0.572979 0.604780 -3.6 0.6 1.7 -0.0958
N -1.957097 0.527882 -0.771553 -1.7 -2.0 2.7 0.0112
N -2.672108 0.321024 0.318642 3.3 1.0 -0.3 -0.0646
O -3.804218 -0.307783 0.818676 0.4 0.1 -1.6 -0.3905
P -2.394356 -0.238098 1.902178 1.6 0.1 -1.5 1.1701
H 0.239133 0.323403 -1.076574 -0.4 1.1 -0.7 0.2900
H 0.619096 -0.791701 1.224144 0.4 -0.2 -0.3 0.2549

=====

What did the fourth record say?
43
Properties=species:S:1:pos:R:3:forces:R:3:nbo_charge:R:1 method="wB97M-V/def2-TZVPD" homo_lumo_gap_ha=0.255 e_homo_ev=-4.4 largest_force_ev_per_a=1.13 e_above_lowest_ev=0.7327 lumo_energy_ev=2.54 charge=-1
Pd -0.407143 0.071836 0.562240 0.0 -0.8 0.8 0.5728
C 4.078217 -1.620416 -0.744845 0.1 0.0 0.1 -1.0892
Ge 2.114496 -1.380323 -0.673408 0.2 0.0 0.1 1.5949
C 1.681966 -0.483266 -2.361920 -0.1 0.1 -0.1 -1.1066
C 1.374182 -3.189468 -0.634329 -0.1 -0.1 -0.1 -1.0965
C 1.569114 -0.365348 0.882758 -0.4 -0.1 -0.2 -1.1160
H 4.374920 -2.186067 -1.632192 0.0 0.0 0.0 0.2113
H 4.435433 -2.152518 0.139987 0.0 0.0 0.0 0.2144
H 4.572235 -0.646340 -0.778920 0.0 0.0 0.0 0.2144
H 1.545661 -1.214708 -3.161938 0.0 0.0 0.0 0.2153
H 2.507267 0.176811 -2.640288 0.0 0.0 0.0 0.2167
H 0.778487 0.121655 -2.279796 0.0 0.0 0.0 0.2570
H 1.614764 -3.722602 -1.557402 0.0 0.0 0.0 0.2096
H 0.293744 -3.165871 -0.496395 0.0 0.0 0.0 0.2475
H 1.805955 -3.738303 0.205611 0.0 0.0 0.0 0.2190
H 2.102103 0.587661 0.957057 0.0 0.0 0.1 0.1967
H 1.735550 -0.940250 1.793983 0.1 0.0 0.0 0.2087
Br 1.249280 5.807853 -0.788585 0.0 0.0 0.0 0.0336
C 0.196314 4.626604 0.258967 0.2 -0.2 0.0 -0.1136
C -1.011798 5.040256 0.778280 -0.1 0.1 0.0 -0.2050
C -1.727869 4.137682 1.544641 0.0 -0.2 0.1 -0.2432
C -1.201603 2.869264 1.751139 -0.2 0.1 0.1 0.0572
N -0.040669 2.475579 1.237597 0.0 0.5 0.1 -0.4243
C 0.648421 3.336772 0.504529 0.0 0.2 -0.1 0.0279
H -1.386201 6.035713 0.579037 0.0 0.0 0.0 0.2221
H -2.685698 4.405763 1.969223 0.0 0.0 0.0 0.2190
H -1.732956 2.126548 2.335385 0.0 0.0 0.0 0.2228
H 1.587113 2.987697 0.087728 0.0 0.0 0.0 0.2042
C -2.076376 -0.965505 -2.077313 0.0 -0.1 -0.1 -0.9021
S -2.350401 0.610388 -1.321294 -0.2 0.6 0.0 2.3896
O -1.085982 1.363760 -1.445401 0.0 -0.2 -0.1 -1.0366
O -3.470409 1.197501 -2.019816 0.0 0.0 0.1 -0.9920
O -2.614345 0.329357 0.115468 0.3 0.1 -0.3 -1.0087
H -1.874706 -0.788374 -3.132442 0.0 0.0 0.0 0.2300
H -2.988966 -1.545333 -1.953721 0.0 0.0 0.0 0.2324
H -1.237876 -1.461469 -1.593002 0.0 0.0 0.0 0.2439
C -2.069147 -3.328556 2.173215 0.1 0.0 0.0 -0.2673
O -1.219033 -2.504822 1.378897 0.2 0.2 0.0 -0.5684
C -0.929611 -1.259682 1.913414 -0.4 0.0 -0.3 0.6466
O -1.298703 -1.010940 3.037288 0.3 0.1 0.0 -0.6767
H -2.469584 -4.082683 1.497485 0.0 0.0 0.0 0.1756
H -2.874936 -2.743187 2.611750 0.0 0.0 0.0 0.1935
H -1.511216 -3.812649 2.977338 0.0 0.0 0.0 0.1698